# 1
This record from the Open Molecules 2025 dataset describes a 4-piece molecular cluster, C3H13N2OS2 overall. The level of theory is the ωB97M-V functional and the def2-TZVPD basis.

Charge ... +1
LUMO ... -0.333 Eh
2S+1 ... 1
E_HOMO ... -0.4762 Ha
Electronic energy ... -1102.7795 Eh
Relative energy (zero: lowest compared OMol25 entry of this formula, charge and spin) ... 619.8 kJ/mol

Last column: Mulliken charge in e.
Atoms and positions in Å:
H  -0.74  2.94  -1.85  0.22
C  -0.23  -0.58  2.54  -0.35
C  1.96  -1.49  1.98  -0.52
H  -0.12  -0.07  -3.19  0.22
H  -2.40  2.79  -2.38  0.26
H  0.29  0.35  2.21  0.25
N  -1.66  2.43  -1.73  -0.59
H  -0.67  -0.37  -4.64  0.31
H  -1.53  1.39  -1.82  0.20
H  2.78  1.47  -1.59  0.31
S  1.44  1.42  -1.05  0.14
H  -1.00  -0.85  0.64  0.19
H  0.45  -2.68  2.99  0.35
H  -2.11  -0.26  1.91  0.27
O  -0.85  0.08  -3.82  -0.50
S  0.85  -0.52  -1.18  0.07
C  0.75  -1.74  2.53  -0.04
H  -0.59  -0.45  3.60  0.36
H  2.66  -2.34  2.00  0.25
H  2.10  -0.62  1.22  0.09
N  -1.37  -0.91  1.65  -0.47

# 2
This record from the Open Molecules 2025 dataset describes C34H48N7O3ScSi as an isolated structure. The level of theory is the ωB97M-V functional and the def2-TZVPD basis.

Charge ... +2
LUMO ... -0.180 Eh
2S+1 ... 1
E_HOMO ... -0.4696 Ha
Electronic energy ... -2983.3299 Eh
Relative energy (zero: lowest compared OMol25 entry of this formula, charge and spin) ... 58.9 kJ/mol

Last column: Mulliken charge in e.
Atoms and positions in Å:
H  0.76  -3.83  0.57  0.50
C  3.95  -1.55  0.82  -1.10
H  -1.64  -0.18  4.24  0.34
H  -2.28  -3.71  0.86  0.56
H  -4.66  4.73  -0.52  0.37
H  -1.45  0.37  -7.90  0.44
H  -0.43  3.23  4.28  0.54
H  -3.33  1.41  -0.14  0.42
O  -0.65  -1.69  0.10  1.61
H  0.73  -0.56  4.99  0.37
N  -3.77  3.27  0.68  0.19
H  2.05  -0.69  3.84  0.26
N  -1.54  2.55  -0.03  2.05
C  -0.99  3.61  0.87  -0.50
C  -1.29  -4.00  -2.70  -0.88
H  -1.75  2.14  3.81  0.33
H  3.72  -2.81  -1.53  0.39
H  -0.41  -5.93  -2.98  0.46
C  2.54  -0.93  0.93  0.26
H  -0.04  3.96  0.45  0.45
H  -2.96  -0.26  -3.94  0.45
H  4.62  -1.18  1.59  0.40
H  -0.80  3.17  1.85  -0.82
H  2.50  -0.22  1.75  -0.79
H  -2.99  3.81  2.55  0.29
C  -1.75  -0.95  3.50  -0.74
H  0.67  1.20  -6.97  0.44
C  1.74  2.32  2.40  -1.03
C  0.21  -3.88  -0.36  0.74
O  -1.73  0.26  -1.83  -0.81
N  2.17  -0.22  -0.31  1.88
C  -0.78  0.56  -2.63  0.98
H  -0.87  3.57  -1.77  0.31
H  -3.27  -0.37  -6.40  0.45
H  1.95  -0.64  -2.35  0.40
C  -1.38  -2.87  -1.88  -0.32
N  -0.27  0.26  1.89  1.62
Sc  -0.43  0.54  -0.14  -0.98
H  -1.18  5.69  -0.70  0.35
H  2.84  1.35  -1.50  0.53
C  0.06  0.92  -4.93  -0.05
H  -4.43  3.16  -1.30  0.32
H  -2.80  6.18  -0.18  0.35
H  -3.38  -3.89  3.07  0.46
H  1.79  -1.69  1.13  0.09
C  -1.31  0.40  -6.83  -0.43
H  5.19  0.71  0.19  0.38
N  -1.88  4.74  1.03  0.20
C  -1.09  -0.82  2.27  0.31
C  -3.15  4.26  1.57  -0.76
H  2.75  1.92  2.45  0.46
H  2.04  0.62  5.03  0.47
C  -0.96  0.50  -4.09  0.80
C  -2.34  -0.01  -5.98  -1.01
H  -2.04  -2.05  -2.13  0.59
C  0.28  -5.00  -1.18  -0.95
H  1.52  2.56  1.36  -0.15
H  -0.79  1.80  5.24  0.36
C  -0.11  0.87  -6.30  -0.98
N  -2.72  4.36  -1.20  0.15
Si  0.48  1.16  3.21  0.86
H  1.56  -1.98  -1.28  -0.65
C  3.13  0.87  -0.56  -0.62
H  -3.83  5.11  1.69  0.37
H  3.04  1.61  0.23  0.20
O  0.34  0.90  -2.11  -1.06
C  2.26  -1.16  -1.45  0.35
H  1.77  3.27  2.94  0.62
C  -2.17  0.04  -4.61  -0.17
H  -3.03  -2.10  4.75  0.47
C  -0.73  2.18  4.21  -1.65
C  -2.75  -3.04  2.85  -0.97
C  -1.32  -1.86  1.36  1.19
C  -0.46  -5.05  -2.35  -0.72
C  -0.62  -2.83  -0.74  -1.19
H  -2.29  2.51  -2.02  0.36
H  5.47  -1.52  -0.58  0.28
C  -2.88  2.15  0.54  -1.12
H  3.94  -2.63  0.86  0.31
H  0.99  1.29  -4.51  0.48
C  1.41  0.02  4.36  -1.25
C  -2.13  -2.95  1.61  -1.15
C  -1.83  3.24  -1.35  -1.30
H  -2.70  1.68  1.51  0.34
H  5.06  0.58  -1.57  0.29
C  3.68  -1.72  -1.61  -1.05
H  0.91  -5.83  -0.89  0.49
C  -2.12  5.33  -0.29  -0.69
H  4.14  -1.43  -2.55  0.30
N  4.52  -1.15  -0.51  0.02
H  -1.88  -4.04  -3.60  0.49
C  -2.55  -2.04  3.79  -1.28
C  4.57  0.34  -0.63  -0.94
C  -3.98  3.89  -0.63  -0.68

Q: Which formula does entry 2 have?
A: C34H48N7O3ScSi

Q: Which value of E_HOMO does entry 2 give?
A: -0.4696 Ha

What did the first record say?
This record from the Open Molecules 2025 dataset describes a 4-piece molecular cluster, C3H13N2OS2 overall. The level of theory is the ωB97M-V functional and the def2-TZVPD basis.

Charge ... +1
LUMO ... -0.333 Eh
2S+1 ... 1
E_HOMO ... -0.4762 Ha
Electronic energy ... -1102.7795 Eh
Relative energy (zero: lowest compared OMol25 entry of this formula, charge and spin) ... 619.8 kJ/mol

Last column: Mulliken charge in e.
Atoms and positions in Å:
H  -0.74  2.94  -1.85  0.22
C  -0.23  -0.58  2.54  -0.35
C  1.96  -1.49  1.98  -0.52
H  -0.12  -0.07  -3.19  0.22
H  -2.40  2.79  -2.38  0.26
H  0.29  0.35  2.21  0.25
N  -1.66  2.43  -1.73  -0.59
H  -0.67  -0.37  -4.64  0.31
H  -1.53  1.39  -1.82  0.20
H  2.78  1.47  -1.59  0.31
S  1.44  1.42  -1.05  0.14
H  -1.00  -0.85  0.64  0.19
H  0.45  -2.68  2.99  0.35
H  -2.11  -0.26  1.91  0.27
O  -0.85  0.08  -3.82  -0.50
S  0.85  -0.52  -1.18  0.07
C  0.75  -1.74  2.53  -0.04
H  -0.59  -0.45  3.60  0.36
H  2.66  -2.34  2.00  0.25
H  2.10  -0.62  1.22  0.09
N  -1.37  -0.91  1.65  -0.47

Q: Which formula does entry 2 have?
A: C34H48N7O3ScSi